(1)
Entry from the OMol25 dataset: 12 unconnected molecules or ions with the total composition C48H87F9O33 at a distorted geometry (the ωB97M-V functional and the def2-TZVPD basis).

```
177
Properties=species:S:1:pos:R:3:forces:R:3
C -9.7339 -2.1788 -8.4712 1.41 -0.16 0.37
C -8.3270 -2.1698 -7.7524 -0.59 -0.39 -0.46
O -8.0790 -0.8868 -7.1166 0.67 -0.56 0.49
C -6.8934 -0.7682 -6.4312 -0.10 0.21 -1.63
O -6.0267 -1.6098 -6.3590 -0.81 0.67 0.42
O -6.8343 0.5212 -6.0474 0.10 -0.52 0.25
C -5.6034 1.0466 -5.5186 -0.40 0.75 -0.45
H -9.8328 -3.0893 -9.0621 0.23 -0.31 0.25
H -9.7561 -1.4089 -9.2425 -0.14 0.38 0.39
H -10.5955 -2.1467 -7.8043 0.21 0.34 0.05
H -7.5556 -2.4150 -8.4824 0.12 0.66 -0.30
H -8.1545 -2.9783 -7.0421 -0.65 0.11 0.41
H -5.6513 2.1166 -5.7206 -0.23 0.03 -0.13
H -4.7229 0.7025 -6.0612 -0.19 -0.53 0.42
H -5.5742 0.9975 -4.4301 0.20 -0.69 -0.05
C -3.0138 1.8699 -3.0081 0.52 0.52 0.64
C -2.6392 0.5808 -3.7786 -2.59 1.05 1.03
O -2.5668 1.0048 -5.1554 0.34 0.60 0.28
C -1.6265 0.5224 -5.9059 2.80 -2.29 -0.17
O -0.9508 -0.4845 -5.6078 -1.11 2.07 -0.94
O -1.4511 1.2766 -7.0043 -2.69 -0.03 1.60
C -0.3284 1.0822 -7.7743 2.35 -0.85 0.03
H -2.2654 2.6620 -2.9876 0.60 -0.28 -0.71
H -3.1510 1.7564 -1.9328 -0.35 -0.84 0.01
H -3.8909 2.4075 -3.3686 -0.19 -0.51 -0.31
H -3.5291 -0.0484 -3.7932 -0.01 -0.24 0.32
H -1.8884 -0.0174 -3.2622 0.75 0.38 -1.01
H -0.3711 1.7487 -8.6357 -0.03 -0.22 0.11
H -0.1460 0.0330 -8.0065 -0.57 -0.06 -0.61
H 0.5223 1.2853 -7.1238 0.39 0.61 -0.28
C -2.6838 6.9396 -1.7857 -0.04 -0.52 -0.31
C -2.4826 5.7821 -2.8307 0.08 1.25 0.97
O -1.7623 6.3145 -3.9681 0.11 -1.40 0.08
C -1.4545 5.4120 -4.9275 -2.15 -1.91 -1.40
O -2.0217 4.2682 -5.1264 3.09 4.91 1.25
O -0.5727 6.0720 -5.7283 -1.12 -0.86 1.92
C -0.1131 5.4178 -6.8696 0.44 -1.21 -1.10
H -3.1924 6.5690 -0.8958 -0.17 -0.36 -0.11
H -3.2530 7.8140 -2.1011 -0.03 -0.22 -0.50
H -1.7418 7.3175 -1.3882 0.25 -0.15 -0.39
H -3.3958 5.2995 -3.1790 0.12 0.24 0.09
H -1.8695 5.0390 -2.3208 0.07 -0.20 -0.26
H -0.0016 4.3421 -6.7338 -0.17 -0.09 0.26
H 0.8901 5.7834 -7.0890 -0.30 0.33 -0.16
H -0.8229 5.5520 -7.6858 0.25 0.23 -0.17
C 6.0627 -4.4985 -8.3247 -0.25 0.11 -1.81
C 5.5479 -4.2974 -6.9315 2.79 -1.28 0.00
O 4.1573 -4.2694 -6.8283 1.28 -1.16 -0.16
C 3.6022 -3.1117 -6.6922 -1.17 0.96 0.39
O 4.0581 -2.0096 -6.7537 0.92 0.68 -0.25
O 2.3495 -3.3807 -6.4329 -0.36 -1.90 0.20
C 1.4373 -2.3761 -6.3751 -1.92 1.91 -0.15
H 6.2095 -5.5511 -8.5666 -0.37 -0.04 -0.07
H 7.0176 -4.0393 -8.5803 0.04 0.28 0.56
H 5.3537 -4.0626 -9.0285 -0.04 -0.11 -0.25
H 6.1318 -3.4850 -6.4990 -0.95 0.33 0.45
H 5.8811 -5.2298 -6.4756 -0.38 0.25 0.90
H 1.4335 -1.7639 -7.2769 0.13 0.05 -0.14
H 1.5595 -1.6925 -5.5350 0.13 -0.15 0.15
H 0.4525 -2.8406 -6.3246 0.10 0.05 0.22
C -6.2585 -0.9083 -1.6908 0.78 0.61 0.87
C -7.0304 0.3876 -1.6634 -2.00 -1.13 -1.40
O -6.2096 1.5174 -1.6065 0.34 0.74 0.70
C -6.7041 2.7432 -1.9502 -2.33 -2.99 -1.74
O -7.7940 2.8999 -2.5041 2.47 0.52 1.51
O -5.7188 3.5482 -1.6829 0.69 0.66 0.38
C -5.8483 4.8710 -2.0924 -0.28 2.14 0.34
H -6.9561 -1.7458 -1.6988 0.12 0.04 -0.22
H -5.6903 -0.9456 -0.7614 0.12 -0.34 0.13
H -5.5096 -0.9621 -2.4810 -0.30 -0.08 -0.26
H -7.8012 0.3131 -0.8963 0.37 0.54 0.72
H -7.6693 0.4263 -2.5457 0.20 0.29 -0.44
H -5.2791 5.0973 -2.9940 -0.60 -0.44 -0.34
H -5.4042 5.5391 -1.3544 0.22 -0.37 0.39
H -6.8932 5.1812 -2.1051 0.01 -0.20 -0.63
C -3.1556 -0.1564 1.9408 0.19 -0.04 -0.62
C -2.2812 -1.2553 1.3644 -0.02 0.01 0.38
O -2.4733 -1.4275 -0.0372 -0.35 0.48 -0.19
C -1.7433 -2.3474 -0.6931 1.98 -1.16 3.84
O -0.8560 -3.0386 -0.1527 -2.12 1.59 -1.96
O -2.2105 -2.3566 -1.8902 -1.29 1.21 -1.03
C -1.6903 -3.1828 -2.8592 0.94 -1.27 -1.46
H -4.1781 -0.2944 1.5893 -0.09 0.11 0.14
H -2.8046 0.8426 1.6821 -0.08 0.03 -0.01
H -3.1075 -0.2966 3.0206 -0.16 0.24 0.02
H -2.6414 -2.1448 1.8813 0.72 -0.41 -0.15
H -1.2318 -1.0159 1.5364 0.01 -0.47 0.24
H -1.6935 -4.2040 -2.4780 0.47 -0.04 -0.26
H -0.7263 -2.8200 -3.2158 0.41 -0.31 0.52
H -2.2729 -3.1373 -3.7793 -0.64 0.14 0.43
C -5.2597 0.7583 -11.1011 0.73 -1.15 0.20
C -3.8736 0.0985 -10.9142 -0.60 1.33 -0.52
O -3.9477 -0.9784 -9.9344 0.31 -0.02 0.25
C -2.7895 -1.5234 -9.5976 4.16 -0.39 -1.47
O -1.6380 -1.0971 -9.9867 -4.41 -1.63 1.92
O -2.9834 -2.7108 -8.9087 -1.86 2.44 -1.47
C -1.8859 -3.4207 -8.4485 2.18 0.37 -0.28
H -5.8141 0.2047 -11.8589 -0.49 -0.01 0.45
H -5.1740 1.7862 -11.4534 0.26 -0.12 0.11
H -5.6652 0.7392 -10.0895 -0.76 0.05 -0.27
H -3.2851 0.9514 -10.5760 0.73 -0.74 0.30
H -3.4931 -0.2810 -11.8626 0.19 -0.07 0.35
H -1.0679 -3.3386 -9.1642 0.12 0.09 -0.15
H -2.0684 -4.4925 -8.3705 -0.64 0.32 0.38
H -1.5208 -2.9245 -7.5493 -0.06 -0.52 0.38
C 1.6898 1.4826 -3.6722 1.10 -0.53 0.32
C 1.6701 2.8100 -4.3504 -1.90 -0.15 -0.23
O 2.2211 2.6867 -5.6765 1.01 0.52 -0.67
C 3.5296 2.8722 -5.8416 3.44 1.34 0.81
O 4.3220 3.2246 -4.9253 -2.55 -1.36 -3.41
O 3.8877 2.7010 -7.2216 -2.49 -0.82 3.76
C 5.1906 2.9747 -7.6590 0.14 2.04 -0.47
H 1.4166 1.6455 -2.6297 -0.24 -0.43 0.00
H 2.7051 1.0868 -3.6965 0.27 0.16 0.34
H 1.1309 0.6952 -4.1780 -0.58 0.34 0.10
H 1.9223 3.6362 -3.6857 1.38 0.01 -0.56
H 0.6282 3.0613 -4.5492 -0.24 -0.10 -0.38
H 5.0450 3.9242 -8.1741 0.42 0.15 -0.44
H 5.4995 2.2646 -8.4261 0.11 -0.34 0.59
H 5.9034 3.2414 -6.8787 -0.01 -0.86 0.19
C 0.5247 1.5624 -11.8345 0.70 0.23 -0.79
C -0.9237 1.3425 -12.1828 0.60 -0.89 2.36
O -1.1212 1.7946 -13.4840 -2.96 0.57 -3.27
C -2.4445 1.7925 -14.0825 1.17 -0.96 1.72
O -3.4552 1.6818 -13.4071 1.48 0.42 -1.52
O -2.3295 1.8259 -15.4412 0.54 0.49 2.20
C -3.4951 1.7633 -16.2554 -0.61 -0.82 -0.44
H 0.8094 2.6140 -11.8706 -0.15 -0.02 0.25
H 1.1258 1.0598 -12.5923 0.19 -0.08 -0.13
H 0.8043 1.1045 -10.8857 -0.30 0.24 0.12
H -1.4876 1.7920 -11.3655 -0.56 0.48 -0.68
H -1.0496 0.2744 -12.0052 -0.62 -0.26 -0.81
H -3.4218 0.8362 -16.8241 0.12 -0.04 -0.03
H -3.5201 2.5698 -16.9882 0.21 0.23 0.41
H -4.4388 1.6914 -15.7148 0.26 0.36 0.36
C -4.2269 3.7853 1.2938 1.64 0.76 -0.52
C -5.4451 3.2059 1.8148 -2.38 -1.24 0.36
O -5.8556 3.9813 2.9759 -1.49 0.71 0.03
C -7.1067 4.4899 3.0810 -1.62 -2.22 -5.06
O -8.0947 4.2542 2.3200 4.13 1.09 3.11
C -7.2315 5.2975 4.3172 0.25 2.09 1.93
F -6.1086 5.9715 4.7811 -0.96 -1.47 -0.88
F -8.1711 6.2207 4.2819 -0.43 0.57 -0.87
F -7.6458 4.4265 5.2113 0.34 -0.97 1.42
H -4.4210 4.7887 0.9150 -0.09 0.00 -0.23
H -3.8592 3.1601 0.4801 0.15 0.09 -0.03
H -3.4569 3.9270 2.0522 0.07 -0.34 0.05
H -5.4406 2.1545 2.1023 0.78 0.03 0.57
H -6.2156 3.1300 1.0476 -0.35 0.86 0.07
C -3.7749 3.8865 -7.5152 1.70 0.89 -0.02
C -3.6940 3.1208 -8.8058 -0.59 -2.13 1.46
O -3.5946 3.9306 -9.9290 1.51 2.04 -2.67
C -2.3776 4.2075 -10.4542 4.05 -2.54 2.25
O -1.2781 3.6931 -10.0812 -4.26 1.84 -1.02
C -2.2731 5.2906 -11.5594 0.91 -0.78 -0.23
F -2.1505 6.4722 -10.9479 0.17 0.05 -0.24
F -1.2261 5.1066 -12.4336 -0.76 0.12 1.73
F -3.3289 5.2675 -12.3065 -1.76 0.40 -0.83
H -3.9604 3.2425 -6.6555 -0.36 0.16 -0.19
H -4.2992 4.8418 -7.5371 -0.90 -0.48 -0.09
H -2.7609 4.2477 -7.3434 0.19 -0.16 0.21
H -4.5630 2.4762 -8.9377 -0.34 0.35 -0.31
H -2.8813 2.3973 -8.7412 0.35 0.29 -0.11
C 2.2608 -1.4370 -10.1443 0.51 -0.01 -0.44
C 3.1969 -0.5220 -9.3994 1.44 -2.25 1.44
O 3.2646 0.7249 -9.9153 0.02 5.53 -2.74
C 4.0934 1.1225 -10.9244 0.65 -3.39 -0.75
O 4.8963 0.3884 -11.4970 -1.60 1.74 1.32
C 3.9283 2.5907 -11.4058 0.08 2.04 0.22
F 3.7705 2.8364 -12.7013 -0.78 -1.63 -0.70
F 2.9086 3.2022 -10.7920 0.25 -0.25 0.39
F 5.0557 3.3008 -11.1816 0.29 -0.54 1.35
H 2.5114 -1.4036 -11.2046 -0.18 0.11 -0.14
H 1.2268 -1.1265 -9.9942 -0.07 -0.28 -0.04
H 2.4474 -2.4729 -9.8609 -0.32 0.01 0.32
H 4.2424 -0.8266 -9.3517 -0.06 -1.03 -0.07
H 2.9134 -0.3982 -8.3542 -0.18 0.04 -0.05
```
Forces are in eV/Å.

Computed properties:
Energy relative to the best compared isomer or geometry (same formula, charge and spin) = 169.1 kcal per mole
Structure (SMILES) = CCOC(=O)C(F)(F)F.CCOC(=O)C(F)(F)F.CCOC(=O)C(F)(F)F.CCOC(=O)OC.CCOC(=O)OC.CCOC(=O)OC.CCOC(=O)OC.CCOC(=O)OC.CCOC(=O)OC.CCOC(=O)OC.CCOC(=O)OC.CCOC(=O)OC
Total charge = 0
Multiplicity = 1
LUMO energy = 0.1874 eV
Frontier orbital gap = 0.392 Ha

(2)
Entry from the OMol25 dataset: a molecular structure, C26H46CoN3O4SSbSi3 at a distorted geometry (the ωB97M-V functional and the def2-TZVPD basis).

```
85
Properties=species:S:1:pos:R:3:forces:R:3
Co -0.4303 -0.4549 -0.8404 -1.53 -1.97 -1.44
C -1.7923 2.9627 0.1868 1.61 0.74 0.65
Sb -0.3917 1.3845 0.8444 0.80 1.58 0.79
C -1.0704 -0.9196 1.0181 -0.53 1.27 -0.33
C -2.3775 -0.4934 1.5646 -0.96 -1.22 -0.11
C -3.5059 -1.3870 1.6145 0.47 0.46 0.77
C -4.7277 -0.8266 2.0133 0.40 0.33 -0.70
C -4.8267 0.5191 2.4555 0.67 -0.42 -0.99
C -3.6501 1.2633 2.4648 -0.42 -1.92 -0.20
N -2.4865 0.7665 2.0108 0.20 -0.31 -0.27
Si -0.2120 -2.2233 2.0430 2.21 -0.94 -0.03
C 0.0190 -2.0209 3.9029 -0.02 1.25 0.65
C -1.0476 -3.9075 1.7582 0.20 1.11 -1.09
C 1.5735 -2.3465 1.3725 -0.56 -0.92 0.77
C 2.0543 1.6531 0.0555 -1.56 1.34 -0.12
C 2.4441 0.3833 -0.5604 0.56 -1.51 -0.30
C 3.8161 -0.0519 -0.4694 -1.15 0.66 -1.07
C 4.2772 -1.0715 -1.2920 -0.54 -1.24 0.18
C 3.3542 -1.8367 -2.0621 -0.30 1.11 0.67
C 2.0194 -1.4175 -2.0416 -0.13 -0.46 -0.73
N 1.5413 -0.3694 -1.2890 1.68 0.01 0.02
Si 2.7649 2.2637 1.7419 -0.35 0.19 0.36
C 1.6288 3.5322 2.5883 -0.55 -0.12 -0.80
C 4.3617 3.2082 1.6045 0.70 -0.16 0.06
C 2.9180 0.7352 2.7974 -0.49 -0.31 0.13
Si 2.1011 3.0771 -1.3562 0.30 0.99 0.71
C 1.8861 4.8778 -0.7146 1.02 -0.57 2.04
C 3.8053 2.9830 -2.1057 0.73 -0.13 -1.17
C 0.8987 2.9213 -2.7539 -0.21 -0.40 0.45
H -1.8958 3.5084 1.1637 -0.31 -0.58 -0.91
H -2.7035 2.6104 -0.2565 -0.36 -0.38 0.07
H -1.2890 3.6549 -0.5043 -0.07 -0.38 0.16
H -3.3509 -2.4850 1.4405 -0.41 1.38 -0.26
H -5.6410 -1.3826 1.8277 0.07 -0.17 0.50
H -5.8011 0.9863 2.6143 0.45 -0.23 0.35
H -3.5928 2.2056 2.9096 -0.06 1.58 0.31
H 1.1193 -1.9446 4.1641 -1.32 -0.08 -0.29
H -0.4373 -2.8218 4.4801 0.17 -0.38 -0.09
H -0.5097 -1.1270 4.3150 0.56 -0.31 -0.31
H -1.8921 -3.8087 2.4256 -0.44 -0.80 0.17
H -0.3510 -4.7132 2.0162 -0.33 0.16 0.19
H -1.3721 -4.0166 0.6933 0.14 0.03 0.87
H 1.9948 -1.3783 1.1527 0.32 0.13 0.05
H 1.4086 -2.8917 0.4442 0.52 -0.12 -0.27
H 2.2501 -2.9454 2.0624 -0.84 0.76 -0.89
H 4.4590 0.5795 0.1314 0.24 -0.27 -0.10
H 5.3205 -1.4138 -1.3028 -0.39 0.49 0.19
H 3.6604 -2.7400 -2.6153 -0.21 0.82 0.18
H 1.3119 -1.9330 -2.7663 0.53 0.82 1.44
H 1.3728 4.3654 1.8894 0.01 -0.68 0.46
H 2.1446 4.0095 3.4298 -0.13 -0.33 0.00
H 0.6976 3.0187 2.9166 0.48 0.63 0.11
H 5.1872 2.5465 1.3304 0.13 0.07 0.04
H 4.6796 3.7946 2.4972 -0.46 -0.56 -0.48
H 4.2496 3.9020 0.7810 0.09 0.31 -0.18
H 3.3134 0.9972 3.7609 0.39 0.22 0.57
H 3.5458 -0.0440 2.3928 0.47 -0.11 -0.28
H 1.9852 0.2063 3.0229 -0.24 0.32 -0.17
H 2.6067 5.1793 0.1340 -0.97 -0.54 -1.29
H 0.8838 5.1370 -0.3340 0.28 -0.03 -0.50
H 2.1880 5.4689 -1.5694 -0.27 0.35 -0.27
H 4.6387 3.4023 -1.5352 -0.13 -0.38 0.36
H 3.8771 3.5791 -3.0578 -0.49 -0.56 0.70
H 4.0266 1.9270 -2.3915 0.08 0.73 0.20
H -0.0637 3.3744 -2.4254 0.34 -0.76 -0.48
H 0.8753 1.8303 -2.9760 -0.63 0.77 -0.32
H 1.2682 3.5013 -3.6155 -0.09 -0.35 0.29
O -1.3973 -2.1066 -1.5844 0.31 -0.48 0.20
S -2.1445 -2.5445 -2.8354 -1.01 -0.06 0.73
C -3.9569 -2.1537 -2.5642 0.39 0.48 -0.07
C -4.7147 -3.4172 -2.0906 0.04 0.58 -0.63
C -3.7378 -4.5037 -1.7266 0.88 -1.17 1.67
C -2.4393 -4.3090 -2.5492 0.41 -1.00 -0.86
H -4.2366 -1.8788 -3.5753 -0.31 0.09 -0.17
H -4.0860 -1.2158 -1.9641 0.55 -0.96 -0.28
H -5.2943 -3.7823 -2.9355 -0.26 0.14 -0.01
H -5.4045 -3.1996 -1.2746 0.08 0.03 -0.08
H -4.1764 -5.5030 -1.9524 0.42 0.65 0.15
H -3.5608 -4.5113 -0.6095 0.16 0.11 -1.17
H -2.6276 -4.7622 -3.5564 0.21 0.53 0.55
H -1.4378 -4.7555 -2.2284 -1.54 0.60 0.04
O -2.3229 0.6127 -4.3064 0.27 -0.53 0.55
N -1.4920 0.3011 -3.4803 1.89 0.74 0.28
O -0.3200 -0.1063 -3.7659 -1.98 0.22 0.59
O -1.7603 0.4920 -2.1978 0.17 0.02 -0.48
```
Forces are in eV/Å.

Computed properties:
Total charge = +1
Multiplicity = 5
LUMO energy (spin up / spin down) = -3.6911 / -5.0496 eV
Frontier orbital gap (spin up / spin down) = 0.240 / 0.217 Ha